Entry from OMol25: a cluster of 3 separate species, C19H47BIN4O3S in total (the ωB97M-V functional and the def2-TZVPD basis).

Each line ends with the Mulliken charge.
Geometry (Å):
C 3.2881 -2.4372 -5.5011  -0.767
O 2.4842 -1.3331 -5.0713  -0.483
B 1.1319 -1.3867 -5.1147  0.876
O 0.4466 -1.1536 -6.2773  -0.583
C 0.2231 -1.6955 -3.8116  -0.853
I 0.6832 -3.8066 -3.2920  0.102
N -1.1417 -1.5061 -4.1655  -0.262
C -2.1072 -1.9640 -3.1833  -0.598
C -1.8398 -1.4682 -1.7774  -0.421
N -0.3851 -1.2593 -1.4198  -0.169
S -0.2821 -0.0589 -0.0948  0.060
C 0.5219 -0.8405 -2.5857  -0.277
C 1.9781 -0.8734 -2.1084  -0.137
C 2.6568 0.4920 -2.0642  -0.743
O 2.8915 1.0866 -3.3251  -0.535
H 2.7767 -3.0564 -6.2369  0.334
H 3.5680 -3.0592 -4.6554  0.276
H 4.1924 -2.0441 -5.9511  0.265
H 0.6956 -1.7724 -6.9690  0.324
H -1.3399 -1.9979 -5.0269  0.304
H -2.2076 -3.0505 -3.1884  0.373
H -3.0807 -1.5674 -3.4639  0.383
H -2.3726 -0.5532 -1.5540  0.330
H -2.2118 -2.2206 -1.0872  0.361
H 0.0331 -2.0898 -0.9904  0.445
H -0.8604 1.0064 -0.6730  0.167
H 0.2388 0.1888 -2.8019  0.781
H 2.0277 -1.2576 -1.0870  0.258
H 2.5517 -1.5659 -2.7146  0.139
H 2.0376 1.1637 -1.4655  0.287
H 3.6284 0.3917 -1.5941  0.454
H 2.0645 1.3287 -3.7411  0.348
C 2.1041 -0.9054 6.0248  -1.455
C 1.5153 -1.4767 4.7451  -0.284
N 2.5098 -1.6874 3.7057  0.174
C 1.9367 -1.9558 2.4096  -0.614
C 1.1189 -3.2440 2.2187  -0.869
C 3.6512 -2.5088 4.0816  -0.697
C 3.3778 -3.9337 4.5798  -0.982
H 2.6598 0.0100 5.8203  0.335
H 1.3019 -0.6699 6.7241  0.434
H 2.7705 -1.6099 6.5215  0.313
H 0.7822 -0.7653 4.3525  0.392
H 0.9559 -2.3930 4.9921  0.262
H 2.7419 -1.9376 1.6663  0.252
H 1.2864 -1.1092 2.1632  0.276
H 1.7504 -4.1287 2.1660  0.262
H 0.5615 -3.1961 1.2737  0.189
H 0.3887 -3.3874 3.0144  0.309
H 4.2037 -1.9743 4.8558  0.408
H 4.3298 -2.5450 3.2259  0.343
H 2.5565 -3.9653 5.2965  0.254
H 4.2639 -4.3196 5.0849  0.378
H 3.1482 -4.6224 3.7675  0.270
C -2.7914 2.2003 2.1378  -1.325
C -2.3874 3.5201 1.5018  -0.516
N -2.8742 3.6521 0.1384  0.271
C -2.2713 4.7656 -0.5814  -0.643
C -2.5457 6.1870 -0.0804  -1.049
C -4.3124 3.4914 -0.0304  -0.743
C -5.2385 4.4204 0.7635  -1.041
H -2.4903 1.3762 1.4850  0.241
H -2.2961 2.0811 3.1017  0.406
H -3.8629 2.1186 2.3146  0.342
H -1.2950 3.5659 1.4552  0.455
H -2.6988 4.3436 2.1608  0.281
H -2.5732 4.6917 -1.6296  0.403
H -1.1880 4.6042 -0.5742  0.328
H -3.5554 6.5168 -0.3177  0.227
H -1.8585 6.8823 -0.5644  0.408
H -2.3973 6.2781 0.9956  0.283
H -4.5667 2.4592 0.2237  0.324
H -4.5315 3.5833 -1.0967  0.446
H -4.9262 4.5181 1.8038  0.260
H -6.2504 4.0128 0.7649  0.379
H -5.2945 5.4170 0.3307  0.270

Results
Spin multiplicity = 1
Total charge = +1
LUMO level = -3.3 eV
Strongest force on any atom = 1.51 eV/A
Electronic energy = -1917.386033 a.u.



Entry from OMol25: a cluster of 2 separate species, H2N2O3Si in total (the ωB97M-V functional and the def2-TZVPD basis).

Each line ends with the Mulliken charge.
Geometry (Å):
O 1.2028 -0.6684 -0.4932  -0.402
Si 0.5505 -1.9452 -0.0228  0.584
H -0.8142 -1.7541 0.2616  -0.083
H 1.1001 -3.2012 0.1201  -0.094
O -1.6779 1.7780 -1.2325  -0.537
N -0.7526 1.9446 -0.4923  0.534
N -0.2632 1.8910 0.5433  0.507
O 0.6544 1.9552 1.3159  -0.510

Results
Spin multiplicity = 1
Total charge = 0
LUMO level = -0.5 eV
Strongest force on any atom = 2.20 eV/A
Structure (SMILES) = O=[SiH2].O=NN=O
Electronic energy = -625.698233 a.u.
Energy relative to the best compared isomer or geometry (same formula, charge and spin) = 2.267 eV



Entry from OMol25: an isolated molecule of C4H6N2 (the ωB97M-V functional and the def2-TZVPD basis).

Each line ends with the Mulliken charge.
Geometry (Å):
N 1.8365 0.8695 -0.2298  -0.827
N 0.5552 0.2799 -0.1209  0.364
C 0.2331 -1.0905 0.0697  -0.417
C -1.0464 -1.0673 0.2581  -0.376
C -1.5978 0.1938 0.1156  -0.340
C -0.5593 1.0418 -0.0709  -0.221
H 2.2780 0.2541 -0.9493  0.272
H 2.3810 0.8013 0.7038  0.260
H 1.0710 -1.8147 0.1340  0.339
H -1.7519 -1.9244 0.2953  0.322
H -2.7119 0.3373 0.1521  0.314
H -0.6876 2.1193 -0.3579  0.309

Results
Spin multiplicity = 1
Total charge = 0
LUMO level = 1.0 eV
Strongest force on any atom = 6.47 eV/A
Structure (SMILES) = Nn1cccc1
Electronic energy = -265.457016 a.u.
Energy relative to the best compared isomer or geometry (same formula, charge and spin) = 2.138 eV



Entry from OMol25: an isolated molecule of C4H4N4 (the ωB97M-V functional and the def2-TZVPD basis).

Each line ends with the Mulliken charge.
Geometry (Å):
N -1.5624 -0.5883 2.5484  -0.513
C -0.8941 -0.7587 1.5948  0.118
C -0.0544 -0.8087 0.3932  0.191
C 0.9126 -1.8566 0.2527  -0.024
N 1.6074 -2.8507 0.1622  -0.484
C -0.0074 0.4209 -0.3253  0.595
N -0.7105 1.4875 0.1606  -0.433
N 0.7513 0.4420 -1.4978  -0.411
H -0.8748 2.2618 -0.4696  0.233
H -1.4762 1.2715 0.8597  0.262
H 1.4577 -0.3317 -1.6619  0.257
H 0.8505 1.3110 -2.0169  0.209

Results
Spin multiplicity = 1
Total charge = 0
LUMO level = 0.2 eV
Strongest force on any atom = 6.29 eV/A
Structure (SMILES) = N#CC(C#N)=C(N)N
Electronic energy = -373.821270 a.u.
Energy relative to the best compared isomer or geometry (same formula, charge and spin) = 0.643 eV



Entry from OMol25: a cluster of 3 separate species, C4H15N2O2 in total (the ωB97M-V functional and the def2-TZVPD basis).

Each line ends with the Mulliken charge.
Geometry (Å):
N 2.4421 -1.8979 -0.8151  -0.645
C -0.9145 0.6351 0.7732  0.109
C -1.9968 -0.2763 0.6703  -0.537
C -3.0696 0.0654 -0.4543  -0.554
O -4.0448 -0.9080 -0.4911  -0.473
C 0.4675 0.2644 0.6430  -0.330
N 1.4960 1.2688 0.9617  -0.618
H 1.8555 -2.0038 -1.6300  0.213
H 2.9620 -2.7536 -0.6809  0.232
H 3.0987 -1.1338 -0.9455  0.222
H -1.0554 1.4900 1.4332  0.349
H -1.6588 -1.2943 0.4591  0.356
H -2.4758 -0.3310 1.6522  0.382
H -3.4375 1.0699 -0.2523  0.355
H -2.5534 0.0313 -1.4108  0.363
H -4.8088 -0.7034 0.0593  0.343
H 0.6767 -0.0390 -0.3940  0.286
H 0.6054 -0.6693 1.2126  0.384
H 0.9750 2.1481 0.9637  0.260
H 1.7350 1.2291 1.9518  0.275
H 2.7425 1.4506 -0.6165  0.347
H 3.6177 1.4430 -1.9228  0.322
O 3.3413 0.9149 -1.1669  -0.641

Results
Spin multiplicity = 1
Total charge = +1
LUMO level = -7.0 eV
Strongest force on any atom = 3.20 eV/A
Electronic energy = -421.035938 a.u.
Energy relative to the best compared isomer or geometry (same formula, charge and spin) = 4.286 eV



Entry from OMol25: a structure of composition C19H23CsN4OS4 (the ωB97M-V functional and the def2-TZVPD basis).

Each line ends with the Mulliken charge.
Geometry (Å):
Cs -0.2996 -0.6848 -2.2419  1.230
N -2.9149 -3.2535 -4.1027  -0.565
N -3.4504 -2.2097 -3.3424  0.061
C -3.3815 -0.9205 -3.7628  -0.048
N -2.6432 -0.7099 -4.8676  -0.249
S -4.1093 0.2928 -2.8884  -0.332
H -3.6546 -3.8338 -4.4818  0.216
H -2.3099 -3.8236 -3.5245  0.234
H -4.0476 -2.3878 -2.5493  0.187
H -2.3020 -1.4959 -5.3972  0.262
H -2.6157 0.2233 -5.2376  0.227
C 1.0146 -2.2714 3.0434  -1.483
C -0.4436 -2.7067 2.8509  2.408
C -1.3880 -1.8066 3.6559  -1.329
C -0.6250 -4.1761 3.2512  -1.858
C -0.7804 -2.5675 1.4229  -0.454
N -1.0242 -2.4491 0.3071  -0.434
H 1.2735 -2.3659 4.0989  0.422
H 1.1602 -1.2366 2.7354  0.228
H 1.6907 -2.8991 2.4623  0.384
H -1.1278 -1.8750 4.7132  0.424
H -2.4258 -2.1173 3.5326  0.407
H -1.2956 -0.7695 3.3369  0.075
H -0.3786 -4.2872 4.3078  0.411
H 0.0342 -4.8238 2.6734  0.404
H -1.6543 -4.5017 3.1005  0.404
O 0.9318 1.6214 -2.1708  -1.139
C 1.2800 2.0211 -0.9302  1.454
C 0.0883 1.8741 0.0512  -0.122
C -1.2245 1.9637 -0.3099  -0.456
C -2.1257 1.8636 0.7864  -0.832
C -1.4814 1.7046 1.9729  -0.718
S 0.2202 1.6606 1.7578  -0.023
C 1.6966 3.4945 -0.9312  -0.572
C 1.7364 4.4422 0.0472  -0.176
C 2.2573 5.6850 -0.4144  -0.694
C 2.5955 5.6416 -1.7317  -0.472
S 2.2887 4.1031 -2.4205  -0.170
C 2.4674 1.1850 -0.3936  0.589
C 2.8564 -0.0539 -0.8150  -1.003
C 3.9749 -0.5721 -0.1029  -0.718
C 4.4246 0.2872 0.8498  -0.531
S 3.5081 1.7328 0.8655  0.050
H -1.5192 2.1278 -1.3372  0.875
H -3.2012 1.9122 0.6891  0.428
H -1.9116 1.6208 2.9584  0.553
H 1.3914 4.2693 1.0575  0.423
H 2.3565 6.5670 0.2026  0.387
H 2.9902 6.4432 -2.3356  0.431
H 2.4033 -0.5686 -1.6500  0.350
H 4.4316 -1.5309 -0.3065  0.415
H 5.2636 0.1617 1.5152  0.438

Results
Spin multiplicity = 1
Total charge = 0
LUMO level = -0.4 eV
Strongest force on any atom = 0.51 eV/A
Electronic energy = -2644.940951 a.u.
Energy relative to the best compared isomer or geometry (same formula, charge and spin) = 0.249 eV



Number 1: highest occupied orbital energy -10.26 eV. Number 2: highest occupied orbital energy -9.77 eV. Number 3: highest occupied orbital energy -8.47 eV. Number 4: highest occupied orbital energy -8.80 eV. Number 5: highest occupied orbital energy -12.69 eV. Number 6: highest occupied orbital energy -7.46 eV.